109
Properties=species:S:1:pos:R:3:forces:R:3 method="wB97M-V/def2-TZVPD" lumo_energy_ev=-8.864 gap_ev=6.2 charge=+3
C 5.072870 2.539403 -0.842556 0.0 0.0 0.0
H 0.799729 -4.757917 -2.340050 0.0 0.0 0.0
C 4.689662 1.442299 -1.773154 -0.1 0.1 0.0
C -5.368368 0.604041 0.679102 0.1 0.0 0.0
H -4.732271 3.515376 3.186410 0.0 0.1 -0.1
H -5.487893 1.984906 2.290199 0.0 0.0 0.0
H 2.471954 -3.999295 2.091211 0.0 0.0 0.0
H 6.133875 -5.046391 -0.845883 0.0 0.0 0.0
H 5.839040 -0.783798 -4.959432 0.0 0.0 0.0
H 6.588952 0.034274 3.264705 0.0 0.0 0.0
F -4.941637 -0.872696 -1.135625 0.0 0.0 0.1
H -1.354837 2.373943 -4.143435 0.0 0.0 0.0
C 6.496253 -2.765713 0.574805 0.0 -0.1 0.0
H 6.032046 2.951913 -1.145009 0.0 0.0 0.0
H 4.809517 1.665789 3.906000 0.0 0.0 0.0
H 6.383697 1.177550 -3.156771 0.0 0.0 0.0
H -1.409020 3.414071 -1.286871 0.0 0.0 0.0
H 0.301150 -3.472753 -3.445912 0.0 0.0 0.0
C 0.864505 -2.950841 -0.280534 -0.1 0.0 -0.1
N -6.739596 0.404063 0.570978 -0.1 0.0 0.1
H -3.307524 4.405803 3.627030 0.0 0.0 0.0
N -2.916409 2.677051 2.547283 0.1 0.0 0.0
H -0.146347 4.338962 -2.087623 0.0 0.0 0.0
C 5.295702 -4.785770 -0.214173 0.0 0.0 0.0
C -3.449137 1.755559 1.653080 0.0 -0.1 0.0
N 0.953559 1.366285 -2.089773 -0.3 -0.1 0.2
C -0.019142 2.241081 -2.386106 0.1 0.0 0.0
H 4.640680 -1.959447 -4.402990 0.0 0.0 0.0
C -4.459398 -0.055900 -0.178982 0.0 0.0 -0.1
N 4.279545 -3.341885 1.373391 -0.1 0.0 0.1
C 5.307637 -3.637928 0.567169 0.0 0.0 0.0
H 4.336608 3.344744 -0.866298 0.0 0.0 0.0
C 0.722887 2.726873 1.860586 0.0 0.2 0.1
H -0.036194 -1.563497 2.066446 0.0 0.0 0.0
H -6.641273 -1.620774 -0.016241 0.0 0.0 0.0
C -3.719424 3.400534 3.557693 0.0 0.0 0.0
H -9.888522 -0.139249 0.917382 0.0 0.0 0.0
C 3.625655 1.245362 2.196905 -0.1 -0.1 0.0
B 2.051181 -0.724119 -3.028123 -0.2 -0.1 0.0
N 3.475519 0.523162 1.069045 -0.2 -0.1 -0.2
N 1.006526 0.416812 -3.071144 0.1 0.1 -0.1
C 0.089797 0.716583 -4.006319 0.0 0.0 0.0
C 5.538410 -0.614257 1.506083 0.0 0.0 0.0
C 1.184987 -1.758692 0.352776 0.1 0.0 0.0
H 5.165136 2.191932 0.185633 0.0 0.0 0.0
Pt 2.037326 0.964014 -0.423638 -0.8 -0.5 0.7
H -7.997598 0.800841 2.969159 0.0 0.0 0.0
C 1.200960 -2.807358 -1.622053 0.0 -0.1 0.0
H -2.459189 -0.382657 -0.791386 0.0 0.0 0.0
H -7.669470 -1.550881 2.242917 0.0 0.0 0.0
H 2.879938 1.990223 2.417737 0.0 0.1 0.0
C -4.827683 1.498568 1.591003 0.0 0.0 0.1
C -2.576351 1.053028 0.808835 0.0 0.0 -0.1
H -0.907837 0.319449 -5.833973 0.0 0.0 0.0
C 6.602890 -1.523148 1.038376 0.1 0.1 0.0
C -3.701769 2.693898 4.901114 0.0 0.0 0.0
C 3.278020 -4.209613 1.396136 0.1 0.0 -0.1
N 3.488370 0.836164 -1.752763 0.4 0.1 0.4
C -8.587409 1.000882 2.075640 0.0 0.0 0.0
C 4.399027 -0.401023 0.750445 0.0 0.0 0.0
O -0.377618 0.584304 0.103378 0.2 0.0 0.2
H 2.057107 -1.355262 -4.032477 0.0 0.0 0.0
H -1.237334 3.628901 3.268044 0.0 0.0 0.0
C -0.579788 1.859566 -3.600821 0.0 0.0 0.0
C -1.134400 1.270527 0.836190 0.0 0.1 0.1
C 1.004666 -1.405579 1.786758 0.1 0.0 0.0
H 7.403937 -3.237678 0.215815 0.0 0.0 0.0
H -4.135465 1.695503 4.827454 0.0 0.0 0.0
H 2.008911 -3.882110 -3.284851 0.0 0.0 0.0
C 4.812385 -0.906254 -4.624011 0.0 0.0 0.0
C 4.572967 -0.059649 -3.424067 0.0 0.1 0.0
C -0.347718 3.418248 -1.539470 -0.1 0.0 0.0
C 5.701964 0.154369 2.655104 0.0 0.0 0.0
H -8.797890 -2.256666 1.062912 0.0 0.0 0.0
C -0.087973 -0.087492 -5.247816 0.0 0.0 0.0
O 1.521717 2.506407 0.836989 0.4 0.3 -0.5
N 1.754313 -0.971771 -0.580550 0.1 0.0 -0.5
H 7.597561 -1.089445 1.070294 0.0 0.0 0.0
C -7.371355 -0.851546 0.207700 0.0 0.0 0.0
H -9.360719 1.732633 2.301826 0.0 0.0 0.0
C -0.692312 2.282531 1.733020 0.0 -0.2 -0.1
H 1.262369 -0.374501 2.007053 0.0 0.0 0.0
H -7.979295 -0.712978 -0.695050 0.0 0.0 0.0
H 4.150562 -0.619631 -5.441777 0.0 0.0 0.0
H -4.276526 3.266205 5.628196 0.0 0.0 0.0
C 4.173245 -5.594795 -0.137885 0.0 0.0 0.0
H 0.229641 3.427267 -0.620446 0.0 0.0 -0.1
H 0.455665 -3.831510 0.185858 0.0 0.0 0.0
N -9.261703 -0.297693 1.711519 0.0 0.0 0.0
H -8.357009 1.589911 0.028772 0.0 0.0 0.0
O 1.101120 3.310504 2.850442 0.0 -0.1 0.0
C -7.712967 1.421757 0.903094 0.0 0.0 -0.1
C -3.116472 0.140401 -0.109399 0.0 0.0 0.0
N 1.717848 -1.584862 -1.789041 0.1 0.0 0.0
H -9.849978 -0.621775 2.481472 0.0 0.0 0.0
N 3.418560 -0.088766 -2.737722 0.1 0.1 -0.1
C -8.252342 -1.357574 1.343577 0.0 0.0 0.0
H 1.625701 -2.052497 2.408455 0.0 0.1 0.0
N 3.153891 -5.314137 0.668455 0.0 0.0 0.0
C -1.596815 2.894625 2.557263 -0.1 0.1 0.0
H -2.684171 2.598936 5.280174 0.0 0.0 0.0
H 4.093576 -6.499716 -0.729334 0.0 0.0 0.0
H -0.312368 -1.128955 -5.017095 0.0 0.0 0.0
C 5.397012 0.891597 -2.833344 0.0 0.0 0.0
C 4.722406 1.064070 3.012629 0.0 0.0 0.0
H -7.241464 2.376443 1.117383 0.1 0.0 0.0
H 0.812399 -0.065674 -5.861877 0.0 0.0 0.0
C 1.071240 -3.783728 -2.739032 0.0 0.0 0.0
H 4.243608 -0.972297 -0.152215 0.0 0.0 0.0